{
  "formula": "C9H14N5",
  "method": "the ωB97M-V functional and the def2-TZVPD basis",
  "symbols": ["C", "C", "N", "C", "N", "C", "N", "N", "C", "C", "C", "C", "C", "N", "H", "H", "H", "H", "H", "H", "H", "H", "H", "H", "H", "H", "H", "H"],
  "positions_angstrom": [[-1.23912, 1.36003, 1.11882], [-1.25874, 0.45492, -0.05251], [-0.94042, 1.25170, -1.22293], [-2.48763, -0.46551, -0.42539], [-3.60950, -0.34588, 0.40208], [-1.81207, -1.85266, -0.44976], [-0.55141, -1.83782, -0.24684], [-0.08611, -0.56322, -0.06364], [1.26439, -0.35116, 0.11152], [2.16782, -1.43234, 0.13550], [3.45994, -1.15731, 0.04359], [3.92255, 0.19648, 0.04746], [3.05853, 1.23236, 0.01948], [1.69724, 0.94284, 0.10052], [-0.52370, 2.30801, 0.88300], [-0.85423, 0.84924, 1.97526], [-2.19459, 1.72596, 1.39993], [-1.65393, 1.87135, -1.22789], [-0.95732, 0.71650, -2.14571], [-2.75987, -0.15479, -1.42746], [-3.51129, -0.87003, 1.34848], [-4.42947, -0.75300, -0.08989], [-2.25258, -2.80960, -0.40245], [1.78197, -2.49907, 0.32770], [4.27674, -1.92979, 0.20718], [5.05525, 0.27495, -0.16398], [3.39210, 2.18569, -0.30859], [1.04546, 1.65214, 0.10651]],
  "atomic_forces_ev_per_a": [[2.0, 2.0, 0.1], [1.9, -1.4, -2.6], [2.5, -2.1, -1.5], [1.9, -1.0, 0.4], [-1.9, -1.4, 2.4], [1.3, 1.7, 0.6], [0.1, -0.6, 0.3], [-0.3, 0.7, 0.9], [-2.3, 0.7, -0.9], [-1.9, -2.4, 0.7], [3.1, 0.1, 1.7], [2.4, -0.8, -1.4], [-0.6, -1.5, -0.4], [2.8, -2.7, 0.1], [-1.9, -2.2, 0.7], [0.3, -0.3, 0.7], [-1.0, 0.4, -0.1], [-2.6, 3.1, -0.8], [-0.1, 0.8, 1.8], [-0.2, -0.2, -0.1], [-0.2, 1.2, -2.2], [0.6, 0.5, 0.8], [-0.9, -0.8, -0.5], [0.5, 2.0, -0.7], [-1.4, 0.8, -0.7], [-2.1, 0.5, 0.6], [-0.3, 1.0, 0.5], [-1.7, 1.8, -0.4]],
  "lowdin_charge": [-0.005, -0.435, 0.079, -0.321, 0.045, -0.024, 0.103, -0.010, -0.158, -0.005, -0.047, -0.053, -0.019, 0.174, 0.142, 0.088, 0.076, 0.045, 0.145, 0.140, 0.144, 0.109, 0.111, 0.158, 0.152, 0.153, 0.130, 0.082],
  "smiles": "C[C@]1(N)[C@H](N)C=N/[N+]1=c1\\cccc[nH]1",
  "homo_ev": -12.254,
  "total_charge": 1,
  "orbital_gap_ha": 0.316
}

=====

{
  "formula": "C6H13AlO4",
  "method": "the ωB97M-V functional and the def2-TZVPD basis",
  "symbols": ["C", "O", "H", "H", "H", "O", "C", "C", "O", "C", "C", "O", "C", "Al", "H", "H", "H", "H", "H", "H", "H", "H", "H", "H"],
  "positions_angstrom": [[0.97666, 3.11123, -0.96378], [0.47284, 3.81809, 0.12206], [0.19834, 2.99478, -1.74405], [1.85854, 3.60232, -1.42573], [1.30940, 2.09362, -0.66410], [0.81434, 0.13674, 3.65809], [-0.36148, 0.42652, 3.49024], [-0.83886, 1.83677, 3.65832], [0.22443, 2.70993, 3.78267], [0.67335, 3.21773, 1.83950], [2.16592, 3.32883, 2.07316], [2.63620, 2.15364, 2.73857], [3.98307, 1.82726, 2.42584], [1.76705, 1.79384, 4.33656], [-1.09065, -0.34404, 3.17946], [-1.55328, 1.84043, 4.50709], [-1.45129, 2.06990, 2.76154], [0.19709, 4.15490, 2.16643], [0.43267, 2.18228, 1.53478], [2.39036, 4.20450, 2.70356], [2.67211, 3.41630, 1.09643], [4.25344, 0.95465, 3.02860], [4.06017, 1.59303, 1.35431], [4.64678, 2.66647, 2.68086]],
  "atomic_forces_ev_per_a": [[0.5, -0.6, 0.0], [0.1, 0.0, 2.7], [0.3, 0.0, 0.4], [-0.3, -0.1, 0.2], [-0.1, 0.1, -0.2], [0.8, 0.4, 0.5], [-1.3, 0.1, -0.4], [-0.6, -0.4, -0.2], [1.4, -1.4, 2.4], [1.3, 2.0, -5.5], [-0.6, 1.4, -0.8], [-0.1, -0.4, 0.4], [1.4, -0.4, -0.1], [-1.5, 0.1, -0.5], [0.3, 0.1, 0.2], [0.2, 0.1, -0.2], [0.1, 0.0, 0.3], [-0.8, -1.4, -0.2], [-0.8, 0.9, 0.7], [0.1, -0.3, -0.3], [-0.1, -0.1, 0.5], [0.0, 0.1, -0.2], [-0.1, 0.1, 0.4], [-0.2, -0.2, -0.1]],
  "lowdin_charge": [-0.213, -0.263, 0.089, 0.080, 0.074, 0.056, -0.094, -0.229, -0.244, -0.004, -0.138, -0.287, -0.008, 0.734, 0.170, 0.164, 0.161, 0.153, 0.133, 0.157, 0.147, 0.108, 0.126, 0.125],
  "multiplicity": 2,
  "homo_ev": [-12.094, -12.083],
  "total_charge": 1,
  "orbital_gap_ha": [0.287, 0.223]
}

=====

{
  "formula": "C18H24N2PtSSeSi",
  "method": "the ωB97M-V functional and the def2-TZVPD basis",
  "symbols": ["Pt", "C", "Si", "C", "C", "C", "C", "C", "C", "C", "H", "H", "H", "H", "H", "H", "H", "H", "H", "H", "H", "Se", "C", "C", "C", "C", "C", "C", "H", "H", "H", "H", "H", "C", "N", "C", "C", "N", "C", "S", "H", "H", "H", "H", "H", "H", "H", "H"],
  "positions_angstrom": [[-0.08560, 0.01290, -0.03390], [-1.29690, -1.17290, 3.16640], [0.04150, -0.03660, 2.35680], [1.71630, -0.59730, 3.14360], [-0.28980, 1.72820, 3.06250], [-0.40330, 1.89800, 4.43810], [-0.68080, 3.14040, 4.98080], [-0.84710, 4.24220, 4.15870], [-0.71920, 4.09080, 2.78940], [-0.44220, 2.84620, 2.25300], [-1.22450, -1.09680, 4.24690], [-1.16930, -2.21680, 2.89780], [-2.29920, -0.87430, 2.87800], [1.64350, -0.51250, 4.22420], [2.53980, 0.02760, 2.81410], [1.96160, -1.62780, 2.90730], [-0.27600, 1.05050, 5.09690], [-0.77390, 3.25080, 6.05190], [-1.07520, 5.20960, 4.58630], [-0.84060, 4.94160, 2.13520], [-0.34910, 2.74170, 1.18000], [-1.29180, -1.93870, -0.92300], [-2.40810, 4.01930, -1.65710], [-3.09440, 2.96220, -1.08320], [-2.43240, 1.78160, -0.78730], [-1.06560, 1.64860, -1.03110], [-0.39130, 2.72180, -1.60870], [-1.05810, 3.89440, -1.92950], [-2.92540, 4.93960, -1.88860], [-4.14610, 3.06520, -0.85510], [-2.99250, 0.95310, -0.36430], [0.67700, 2.68580, -1.80290], [-0.50340, 4.71190, -2.37410], [1.86190, -2.94600, -2.05090], [1.71700, -1.73000, -2.78900], [1.28310, -1.74120, -4.17300], [1.03380, -0.25540, -4.48200], [1.57800, 0.40170, -3.31020], [1.80580, -0.48430, -2.31490], [2.38300, -0.02800, -0.79420], [1.00270, -3.58860, -2.24770], [1.89120, -2.71680, -0.98610], [2.77560, -3.46930, -2.33710], [0.37970, -2.34810, -4.27640], [2.06740, -2.17160, -4.80530], [-0.03290, -0.03530, -4.59120], [1.55270, 0.08130, -5.38350], [1.33000, 1.35570, -3.09640]],
  "atomic_forces_ev_per_a": [[-0.9, -1.1, -2.3], [0.5, 0.4, -0.7], [-0.5, -0.1, 1.3], [-0.6, 0.2, -0.9], [0.2, -0.7, -0.7], [0.0, -0.1, 0.1], [0.0, 0.0, 0.2], [0.0, 0.1, 0.0], [0.0, 0.2, 0.0], [0.0, 0.0, -0.3], [0.1, 0.1, 0.3], [0.1, -0.1, -0.1], [-0.1, 0.1, -0.1], [-0.2, 0.1, 0.2], [0.1, 0.1, -0.1], [0.0, -0.2, -0.1], [0.0, -0.1, 0.1], [0.0, 0.0, 0.1], [0.0, 0.0, 0.0], [0.0, 0.1, -0.1], [0.0, 0.1, 0.0], [0.6, 2.1, 1.3], [-0.1, 0.2, 0.0], [0.0, 0.1, -0.1], [-0.2, -0.4, 0.1], [0.1, -0.9, 1.4], [0.6, -0.4, 0.0], [0.0, 0.0, -0.1], [0.0, 0.1, 0.0], [-0.1, -0.1, 0.0], [0.2, 0.1, 0.0], [0.0, -0.1, 0.2], [0.0, 0.0, 0.0], [0.1, -0.3, 0.4], [-0.2, 0.9, 0.1], [0.0, -0.1, -0.3], [-0.2, 0.0, -0.4], [-0.2, -0.1, 0.2], [0.7, -0.2, -0.7], [0.0, 0.3, 0.9], [0.0, 0.0, 0.0], [0.0, 0.0, -0.1], [0.1, 0.0, 0.0], [0.0, 0.0, 0.0], [-0.1, 0.0, 0.0], [0.1, -0.1, 0.0], [-0.1, -0.1, 0.1], [0.1, -0.2, 0.1]],
  "lowdin_charge": [0.415, -0.214, 0.513, -0.205, -0.280, -0.110, -0.092, -0.093, -0.084, -0.107, 0.017, 0.015, 0.021, 0.022, 0.017, 0.020, 0.094, 0.100, 0.101, 0.101, 0.064, -0.006, -0.095, -0.085, -0.139, -0.297, -0.155, -0.097, 0.101, 0.104, 0.082, 0.078, 0.104, -0.102, -0.169, -0.105, -0.121, 0.032, -0.843, 0.589, 0.066, 0.049, 0.096, 0.123, 0.128, 0.124, 0.118, 0.102],
  "homo_ev": [-7.235, -7.294],
  "total_charge": 0,
  "orbital_gap_ha": [0.216, 0.219]
}

=====

ΔE to the lowest compared entry with this formula, charge and spin, record by record: 62.7 27.4 41.0 kcal per mole